(1)
Density functional theory data (ωB97M-V/def2-TZVPD) for a 2-piece molecular cluster, C5H14 overall.

Cartesian coordinates (Å):
C: 2.26128 1.08114 0.44231
C: 1.70395 0.04570 -0.55468
C: 2.06769 0.29099 -2.03196
H: 2.27042 2.10907 0.10366
H: 3.30243 0.80978 0.65055
H: 1.79151 0.95670 1.41383
H: 2.14846 -0.89767 -0.23266
H: 0.62097 0.05701 -0.49454
H: 1.47271 1.08079 -2.46514
H: 3.13327 0.52787 -2.10465
H: 1.94668 -0.64646 -2.54179
C: -2.48805 -0.86848 0.31655
C: -3.21408 -0.47897 1.59973
H: -1.56050 -0.31746 0.18283
H: -2.20146 -1.90878 0.41920
H: -3.09508 -0.67502 -0.56425
H: -3.69527 0.49415 1.56478
H: -2.51891 -0.41142 2.44148
H: -3.94601 -1.24893 1.85476

Results
E_LUMO, hartree: 0.03951
Spin multiplicity: 1
HOMO, eV: -11.39
Gap between HOMO and LUMO, eV: 12.47

=====

(2)
Density functional theory data (ωB97M-V/def2-TZVPD) for a 2-piece molecular cluster, C5H14 overall.

Cartesian coordinates (Å):
C: 0.18321 2.31559 0.85830
C: -0.38606 0.97380 0.71653
C: -1.59101 0.72482 1.67116
H: 0.83034 2.34272 1.80867
H: -0.61893 3.05656 1.17776
H: 0.88595 2.64475 0.06694
H: -0.72572 0.61443 -0.30400
H: 0.47492 0.24363 1.02441
H: -1.64913 -0.42094 1.85957
H: -1.39788 1.07536 2.69941
H: -2.53554 1.10063 1.26512
C: 0.41098 -1.54039 -2.10347
C: 1.32732 -2.31197 -1.13619
H: -0.11781 -0.78945 -1.49372
H: 0.95901 -1.07935 -2.92844
H: -0.37550 -2.21426 -2.48282
H: 1.66581 -3.35499 -1.48682
H: 0.62577 -2.41653 -0.23712
H: 2.31212 -1.77366 -1.00703

Results
E_LUMO, hartree: 0.03929
Spin multiplicity: 1
HOMO, eV: -10.83
Gap between HOMO and LUMO, eV: 11.90

=====

So which one wins? Going from most stable to least: (1), (2).